[1]
41
Properties=species:S:1:pos:R:3:forces:R:3 method="wB97M-V/def2-TZVPD" relative_energy_ev=0.000 e_tot_ev=-104596.9730 homo_energy_ha=-0.323 gap_ha=0.3384 multiplicity=1
Al -0.345 -0.441 0.481 0.43 0.21 -0.03
O 2.382 1.641 -1.381 -0.01 0.00 -0.01
C 1.543 0.567 -1.127 0.08 0.06 0.05
O 1.128 0.501 0.157 0.02 -0.09 -0.05
C 0.347 0.726 -2.067 -0.03 0.07 -0.01
O -0.741 -0.007 -1.489 -0.14 -0.10 -0.12
C -1.212 -1.185 -2.166 0.06 -0.05 0.07
C -0.905 -2.419 -1.313 0.06 0.10 0.03
O -1.051 -3.523 -1.760 -0.03 -0.04 0.00
O -0.509 -2.120 -0.095 -0.09 0.02 -0.04
H 3.094 1.623 -0.730 -0.01 -0.02 0.02
H 0.567 0.366 -3.069 -0.02 0.01 -0.01
H 0.071 1.778 -2.087 -0.02 -0.01 0.01
H -0.754 -1.280 -3.147 0.02 -0.02 0.01
H -2.293 -1.098 -2.276 0.01 0.01 -0.04
Se 3.410 -3.092 -0.353 0.13 -0.29 0.13
C 2.719 -1.660 -0.995 -0.09 0.27 -0.06
N 2.257 -0.684 -1.485 -0.04 -0.02 -0.13
C 0.965 0.743 3.385 0.02 -0.06 -0.05
C 0.346 -0.630 3.443 -0.02 0.06 0.06
O 0.352 -1.204 2.109 -0.10 -0.11 -0.02
H 1.002 1.159 4.392 -0.01 0.02 0.00
H 0.382 1.411 2.752 0.00 0.02 0.03
H 1.977 0.687 2.987 0.01 0.02 0.02
H -0.685 -0.603 3.797 0.01 0.00 0.00
H 0.927 -1.299 4.078 -0.01 -0.01 -0.01
H 0.025 -2.116 2.125 -0.01 0.01 0.02
O -2.539 -1.070 2.032 -0.06 -0.07 0.03
C -2.547 0.125 1.779 -0.07 0.09 0.04
O -1.590 0.685 1.071 -0.11 -0.08 0.08
C -3.623 1.042 2.255 0.03 0.00 -0.01
C -4.677 0.514 2.992 0.00 -0.02 0.01
C -5.686 1.346 3.447 -0.01 0.02 0.00
C -5.642 2.707 3.169 0.01 -0.02 -0.01
C -4.590 3.235 2.433 0.00 -0.02 0.00
C -3.580 2.403 1.975 0.00 0.02 0.00
H -4.690 -0.549 3.194 0.00 0.00 0.00
H -6.508 0.936 4.019 0.00 0.00 0.00
H -6.430 3.357 3.525 0.00 0.00 0.00
H -4.557 4.294 2.216 0.00 0.00 0.00
H -2.754 2.797 1.399 0.00 0.00 0.00



[2]
18
Properties=species:S:1:pos:R:3:forces:R:3 method="wB97M-V/def2-TZVPD" relative_energy_ev=14.455 e_tot_ev=-12382.2800 homo_energy_ha=-0.320 gap_ha=0.1296 multiplicity=1
O 2.450 -2.191 0.241 0.74 0.15 1.74
C -0.730 1.845 1.434 -0.43 0.05 1.90
N -1.875 1.376 1.040 1.38 1.57 1.12
C 0.608 1.540 1.000 -2.09 -3.53 -5.12
N 0.834 0.617 -0.174 0.07 0.70 3.34
C 0.452 -0.759 -0.032 -5.69 0.73 -5.13
O -0.884 -1.081 -0.342 3.24 0.63 3.26
H 0.310 -0.736 1.915 0.46 0.42 -0.71
H -1.704 0.672 0.366 -0.10 -1.38 -1.35
H -0.684 2.587 2.248 -0.53 -0.10 -0.31
H 1.362 2.248 1.048 1.49 1.25 0.73
H 0.323 0.881 -1.017 0.19 0.72 -0.54
H 0.549 -0.966 1.109 0.69 -1.11 3.80
H 1.108 -1.485 -0.444 1.18 -0.61 -0.13
H -1.119 -0.802 -1.325 -0.29 0.87 -3.31
H 3.220 -2.420 0.808 -0.45 -0.11 -1.00
H -1.550 -0.965 -3.221 0.05 0.11 -0.04
O -1.129 -0.318 -2.645 0.09 -0.35 1.74



[3]
5
Properties=species:S:1:pos:R:3:forces:R:3 method="wB97M-V/def2-TZVPD" relative_energy_ev=3.611 e_tot_ev=-36737.7627 homo_energy_ha="-0.377 / -0.377" gap_ha="0.2643 / 0.2643" multiplicity=1
O 1.536 -0.715 0.392 -1.11 0.77 -0.89
O 0.359 1.419 -0.330 -0.58 -3.53 0.42
P -1.085 -1.568 -0.020 -1.67 3.33 -0.03
S 0.328 -0.036 -0.073 1.07 1.45 0.75
Cl -3.173 0.285 0.056 2.30 -2.02 -0.24



[4]
13
Properties=species:S:1:pos:R:3:forces:R:3 method="wB97M-V/def2-TZVPD" relative_energy_ev=8.715 e_tot_ev=-6213.1318 homo_energy_ha=-0.271 gap_ha=0.1422 multiplicity=1
C 0.376 -0.785 -1.305 2.75 -0.56 -0.74
C 0.880 0.108 -0.123 0.94 -1.02 1.87
N 2.280 0.435 -0.004 -2.64 -0.09 -2.58
C -1.926 0.597 1.241 -1.00 -0.41 -3.32
N -2.131 0.330 -0.013 1.46 1.14 4.45
H -0.625 -0.615 -1.599 -0.97 1.10 -0.08
H 1.097 -0.581 -2.162 -1.05 -0.53 0.87
H 0.350 -1.856 -1.054 0.76 0.23 0.09
H 0.415 -0.148 0.849 0.57 -0.94 -0.43
H 0.304 0.995 -0.286 -0.84 1.83 -0.96
H -1.135 1.283 1.611 -0.18 -0.26 -0.18
H 2.700 0.006 0.782 0.14 -0.42 1.55
H -2.585 0.232 2.063 0.07 -0.07 -0.54



[5]
62
Properties=species:S:1:pos:R:3:forces:R:3 method="wB97M-V/def2-TZVPD" e_tot_ev=-251229.0105 homo_energy_ha="-0.481 / -0.478" gap_ha="0.3972 / 0.1069" total_charge=+1 s2=0.753 multiplicity=2
C 3.709 1.047 -4.553 1.11 -1.24 -0.31
C 4.606 -0.172 -4.316 -0.33 -2.43 -0.73
O 4.497 -0.555 -2.936 -1.14 0.52 2.12
S 3.328 0.290 -2.162 0.74 1.48 -0.57
O 3.826 0.739 -0.841 -1.63 -1.37 -3.32
O 1.952 -0.259 -2.316 3.53 0.89 0.74
O 3.537 1.541 -3.270 -1.34 0.25 3.11
H 2.755 0.736 -4.976 0.10 0.42 -0.40
H 4.340 1.748 -5.099 -0.84 0.31 -0.23
H 5.648 -0.128 -4.633 0.09 0.68 0.67
H 4.264 -1.104 -4.767 -0.37 0.39 -0.84
C -0.333 -0.578 -0.098 1.44 1.06 1.26
C 0.905 0.068 0.616 0.20 -0.67 -0.77
O 0.538 0.411 1.951 -1.65 -1.15 0.44
S -0.774 -0.415 2.414 -1.45 0.89 1.99
O -1.724 0.510 3.095 2.79 -2.83 -2.24
O -0.481 -1.729 2.983 -0.35 2.65 -1.24
O -1.312 -0.723 0.864 -0.43 0.31 0.75
H -0.129 -1.557 -0.531 0.19 -0.77 -0.19
H -0.679 -0.011 -0.962 -0.50 0.52 -0.37
H 1.371 0.955 0.188 -0.50 0.09 -0.24
H 1.706 -0.671 0.619 0.14 -0.15 0.27
C 0.032 3.277 -3.285 -0.85 1.30 -0.62
Cl 0.761 4.007 -4.748 0.17 -0.57 0.31
Cl -0.252 1.528 -3.385 0.38 0.37 0.10
H 0.590 3.634 -2.420 0.16 -0.72 -0.09
H -0.951 3.748 -3.276 0.07 -0.28 0.29
C -1.869 3.876 1.872 0.13 0.00 0.14
Cl -2.910 4.990 1.033 -0.83 0.89 0.54
Cl -1.235 2.908 0.583 1.26 -1.56 -1.14
H -1.015 4.377 2.328 -0.43 0.04 0.12
H -2.379 3.175 2.533 -0.12 0.57 0.14
C 4.312 0.315 3.392 0.01 0.75 -0.25
Cl 3.720 1.946 2.833 0.16 -1.02 0.11
Cl 3.670 -1.066 2.416 0.33 0.82 0.76
H 5.399 0.334 3.311 -0.27 -0.14 -0.24
H 4.040 0.268 4.446 -0.25 -0.47 -0.35
C -2.878 -4.229 -0.342 0.07 -0.20 -0.57
Cl -3.314 -4.986 -1.854 -0.17 -0.26 -0.17
Cl -1.120 -4.221 -0.126 0.05 0.39 0.14
H -3.269 -3.214 -0.414 0.19 0.00 0.51
H -3.290 -4.813 0.481 -0.08 0.25 0.05
C -3.309 -3.283 3.989 1.49 0.05 0.33
Cl -3.733 -4.034 5.518 -0.05 0.11 0.07
Cl -4.444 -3.611 2.732 -0.97 -0.01 -0.77
H -3.145 -2.212 4.108 -0.42 -0.10 0.12
H -2.367 -3.707 3.642 -0.03 -0.03 0.28
C -3.853 0.545 -0.401 -0.31 0.34 0.71
Cl -4.481 -0.878 0.388 -0.32 -0.34 0.41
Cl -3.340 0.195 -2.010 0.47 -0.01 -0.81
H -4.612 1.327 -0.403 0.05 -0.11 -0.12
H -3.000 0.888 0.186 0.13 0.07 -0.02
C -0.797 -1.787 -4.377 0.34 -0.85 -0.03
Cl 0.869 -2.343 -4.601 0.39 0.31 0.00
Cl -1.822 -3.225 -4.607 -0.37 0.50 0.00
H -0.902 -1.474 -3.338 -0.09 0.22 -0.30
H -0.993 -1.019 -5.125 -0.24 -0.16 0.28
C 0.196 1.652 5.485 0.43 -0.31 -0.64
Cl -0.799 1.225 6.809 -0.85 -0.34 1.27
Cl -0.348 3.165 4.744 0.30 0.07 -0.06
H 1.220 1.732 5.848 -0.12 0.22 -0.36
H 0.067 0.846 4.763 0.38 0.38 -0.04



[6]
16
Properties=species:S:1:pos:R:3:forces:R:3 method="wB97M-V/def2-TZVPD" relative_energy_ev=5.961 e_tot_ev=-8863.2520 homo_energy_ha=-0.305 smiles="C1=COCCNC1" gap_ha=0.3373 multiplicity=1
C 0.172 1.575 0.068 0.69 -4.54 -1.00
C 1.468 1.063 -0.015 -4.91 3.36 0.26
O 1.798 -0.157 -0.241 1.82 -1.50 -1.40
C 0.978 -1.246 0.215 3.24 4.00 4.78
C -0.313 -1.230 -0.187 -7.28 -6.16 -5.93
N -1.525 -0.462 0.043 1.32 -2.22 3.86
C -1.256 0.889 -0.216 -1.04 5.21 0.12
H 0.092 2.504 0.480 -0.14 2.69 0.53
H 2.214 1.833 -0.024 0.94 -0.21 0.34
H 1.534 -1.987 -0.153 1.51 -3.63 -1.00
H 1.041 -1.124 1.245 0.70 -0.36 2.57
H -0.847 -2.411 -0.325 2.11 2.77 1.11
H 0.065 -1.292 -1.215 -2.03 1.10 -1.69
H -1.790 -0.717 1.157 0.84 1.49 -3.80
H -1.967 1.477 0.473 0.93 -0.58 -1.03
H -1.665 1.283 -1.305 1.29 -1.41 2.28